# 1
Here is a cluster of 2 separate species, C11H15N in total in a non-equilibrium geometry from the OMol25 dataset. Energies are from the ωB97M-V functional and the def2-TZVPD basis.

Computed properties:
SMILES string: Cc1c[nH]c2ccccc12.CC
HOMO-LUMO gap in Ha: 0.318
E in a.u.: -482.84547
Highest occupied orbital energy in eV: -7.808
Molar mass in g/mol: 161.248
Relative energy (zero: lowest compared OMol25 entry of this formula, charge and spin) in kcal/mol: 43.7

Each line ends with the natural charge from an NBO analysis.
Positions of all 27 atoms, in Å:
C -0.040 3.003 0.868  -0.64
C -0.722 1.841 0.241  -0.11
C -1.636 1.021 0.869  -0.02
N -1.791 -0.151 0.162  -0.53
C -0.967 -0.059 -0.967  0.13
C -1.004 -1.044 -1.970  -0.22
C -0.421 -0.616 -3.165  -0.21
C 0.485 0.478 -3.087  -0.24
C 0.632 1.305 -2.010  -0.19
C -0.325 1.200 -0.974  -0.09
H 0.009 3.969 0.371  0.22
H 1.071 2.742 0.889  0.21
H -0.092 3.088 1.947  0.23
H -2.049 1.067 1.869  0.21
H -2.217 -0.970 0.551  0.41
H -1.545 -1.958 -1.830  0.21
H -0.310 -1.387 -3.934  0.21
H 1.322 0.461 -3.768  0.21
H 1.417 1.980 -1.712  0.22
C 1.123 -2.041 1.252  -0.65
C 0.882 -2.013 2.761  -0.62
H 0.514 -1.358 0.655  0.22
H 2.068 -1.585 1.021  0.21
H 1.269 -2.905 0.592  0.22
H 0.441 -2.973 3.026  0.21
H 0.103 -1.251 2.999  0.21
H 1.781 -1.845 3.344  0.21

---

# 2
Here is a cluster of 2 separate species, C11H15N in total in a non-equilibrium geometry from the OMol25 dataset. Energies are from the ωB97M-V functional and the def2-TZVPD basis.

Computed properties:
HOMO-LUMO gap (alpha / beta) in Ha: 0.341 / 0.240
E in a.u.: -482.62056
Charge: +1
Spin multiplicity: 2
Highest occupied orbital energy (alpha / beta) in eV: -12.969 / -13.493
Molar mass in g/mol: 161.248
Relative energy (zero: lowest compared OMol25 entry of this formula, charge and spin) in kcal/mol: 10.0

Each line ends with the natural charge from an NBO analysis.
Positions of all 27 atoms, in Å:
C 0.157 0.570 2.931  -0.61
C -1.182 1.171 2.454  -0.60
H 0.330 -0.266 2.259  0.19
H 0.868 1.370 2.926  0.21
H 0.048 0.186 3.939  0.22
H -0.999 1.530 1.446  0.17
H -1.592 2.062 2.935  0.22
H -2.033 0.488 2.423  0.20
C 2.999 0.004 -1.285  -0.67
C -0.672 0.321 -0.753  0.13
C 0.497 -0.475 -0.770  -0.08
C 1.567 0.350 -1.162  0.09
C 0.990 1.609 -1.443  0.13
C -1.881 -0.163 -0.345  -0.17
C -1.942 -1.480 0.160  -0.09
C 0.371 -1.812 -0.357  -0.09
C -0.839 -2.320 0.085  -0.23
N -0.316 1.593 -1.228  -0.45
H -0.935 2.380 -1.349  0.45
H -2.712 0.526 -0.426  0.24
H 1.433 2.578 -1.630  0.25
H -2.919 -1.746 0.522  0.24
H 1.152 -2.517 -0.623  0.24
H 3.068 -0.812 -2.008  0.26
H 3.467 -0.287 -0.346  0.26
H -0.980 -3.390 0.128  0.25
H 3.623 0.806 -1.672  0.25

---

# 3
Here is a cluster of 2 separate species, C11H15N in total in a non-equilibrium geometry from the OMol25 dataset. Energies are from the ωB97M-V functional and the def2-TZVPD basis.

Computed properties:
HOMO-LUMO gap (alpha / beta) in Ha: 0.339 / 0.241
E in a.u.: -482.59253
Charge: +1
Spin multiplicity: 2
Highest occupied orbital energy (alpha / beta) in eV: -12.976 / -13.418
Molar mass in g/mol: 161.248
Relative energy (zero: lowest compared OMol25 entry of this formula, charge and spin) in kcal/mol: 27.6

Each line ends with the natural charge from an NBO analysis.
Positions of all 27 atoms, in Å:
C 2.048 0.483 0.085  -0.60
C 3.313 1.354 0.080  -0.60
H 1.831 0.164 -0.972  0.18
H 2.203 -0.339 0.749  0.21
H 1.185 1.086 0.457  0.19
H 3.430 1.915 -0.815  0.21
H 4.159 0.611 0.139  0.21
H 3.308 2.022 0.934  0.21
C -1.311 1.868 -1.605  -0.67
C -0.391 -0.571 -2.118  0.10
C -0.943 0.433 -1.276  0.18
C -0.765 -1.445 -0.097  0.18
C -1.213 -0.122 0.031  -0.16
C -0.876 -2.367 0.956  -0.22
C -1.690 0.341 1.307  -0.11
C -1.332 -1.889 2.186  -0.11
C -1.783 -0.511 2.436  -0.21
N -0.417 -1.720 -1.456  -0.44
H -0.315 -0.582 -3.185  0.25
H -0.177 -2.617 -1.800  0.45
H -0.444 2.300 -1.948  0.25
H -1.510 2.483 -0.771  0.24
H -0.549 -3.383 0.945  0.25
H -2.123 1.278 1.498  0.23
H -1.283 -2.577 3.147  0.25
H -2.232 -0.183 3.435  0.27
H -2.121 1.967 -2.342  0.26

---

# 4
Here is a cluster of 2 separate species, C11H15N in total in a non-equilibrium geometry from the OMol25 dataset. Energies are from the ωB97M-V functional and the def2-TZVPD basis.

Computed properties:
HOMO-LUMO gap (alpha / beta) in Ha: 0.342 / 0.246
E in a.u.: -482.62451
Charge: +1
Spin multiplicity: 2
Highest occupied orbital energy (alpha / beta) in eV: -12.966 / -13.559
Molar mass in g/mol: 161.248
Relative energy (zero: lowest compared OMol25 entry of this formula, charge and spin) in kcal/mol: 7.5

Each line ends with the natural charge from an NBO analysis.
Positions of all 27 atoms, in Å:
C -4.020 -1.986 -0.886  -0.67
C -1.737 -2.748 0.188  0.12
C -2.625 -1.820 -0.421  0.11
C -0.583 -0.843 -0.011  0.14
C -1.882 -0.617 -0.482  -0.09
C 0.474 0.029 -0.034  -0.20
C -2.215 0.685 -0.904  -0.09
C 0.129 1.265 -0.617  -0.10
C -1.193 1.626 -0.879  -0.23
N -0.566 -2.199 0.428  -0.44
H -1.879 -3.760 0.546  0.25
H 0.169 -2.622 0.973  0.45
H -4.625 -1.138 -0.592  0.25
H -4.516 -2.845 -0.435  0.25
H 1.460 -0.321 0.219  0.25
H -3.173 0.972 -1.315  0.24
H 0.836 2.083 -0.677  0.24
H -1.353 2.569 -1.388  0.24
H -3.970 -2.168 -1.962  0.27
C 3.607 1.271 0.515  -0.60
C 4.239 2.204 1.535  -0.61
H 3.228 0.369 0.982  0.18
H 2.759 1.696 -0.020  0.18
H 4.314 1.008 -0.271  0.22
H 4.821 1.624 2.252  0.21
H 4.850 2.995 1.123  0.22
H 3.451 2.669 2.135  0.20

---

# 5
Here is a cluster of 2 separate species, C11H15N2 in total in a non-equilibrium geometry from the OMol25 dataset. Energies are from the ωB97M-V functional and the def2-TZVPD basis.

Computed properties:
HOMO-LUMO gap in Ha: 0.269
E in a.u.: -537.35692
Charge: +1
Highest occupied orbital energy in eV: -12.403
Molar mass in g/mol: 175.255
Relative energy (zero: lowest compared OMol25 entry of this formula, charge and spin) in kcal/mol: 34.9

Each line ends with the natural charge from an NBO analysis.
Positions of all 28 atoms, in Å:
C -1.521 -1.212 0.527  -0.49
C -2.986 -0.672 0.734  -0.47
C -2.811 0.821 0.741  0.04
C -1.495 1.179 0.509  -0.34
C -0.682 0.019 0.303  0.32
C 0.755 0.004 0.433  -0.11
C 1.498 1.207 0.525  -0.16
C 2.883 1.191 0.646  -0.22
C 3.568 -0.026 0.756  -0.13
C 2.850 -1.221 0.749  -0.21
C 1.465 -1.219 0.625  -0.16
H -1.218 -1.755 1.432  0.26
H -1.437 -1.919 -0.304  0.25
H -3.624 -1.009 -0.091  0.25
H -3.446 -1.060 1.659  0.26
H -3.647 1.493 0.874  0.24
H -1.080 2.191 0.586  0.25
H 0.964 2.163 0.469  0.22
H 3.435 2.133 0.661  0.24
H 4.667 -0.036 0.849  0.24
H 3.375 -2.182 0.842  0.24
H 0.910 -2.160 0.635  0.22
N -0.734 -0.210 -2.047  -0.58
N -0.033 0.875 -2.673  -0.63
H -1.709 -0.126 -2.301  0.37
H -0.373 -1.060 -2.472  0.38
H -0.487 1.731 -2.352  0.35
H 0.915 0.862 -2.313  0.36

---

# 6
Here is the ion C11H15N2O2 with charge +1 in a non-equilibrium geometry from the OMol25 dataset. Energies are from the ωB97M-V functional and the def2-TZVPD basis.

Computed properties:
SMILES string: C/[NH+]=C(/C)N/C(O)=C(/O)c1ccccc1
HOMO-LUMO gap in Ha: 0.295
E in a.u.: -687.84150
Charge: +1
Highest occupied orbital energy in eV: -11.227
Molar mass in g/mol: 207.253
Relative energy (zero: lowest compared OMol25 entry of this formula, charge and spin) in kcal/mol: 21.2

Each line ends with the natural charge from an NBO analysis.
Positions of all 30 atoms, in Å:
C -0.743 -0.613 1.817  -0.44
N -1.602 -1.170 0.778  -0.50
C -2.142 -0.497 -0.241  0.57
C -3.085 -1.161 -1.050  -0.67
N -1.754 0.713 -0.656  -0.55
C -0.957 1.856 -0.282  0.36
O -1.668 2.979 -0.206  -0.67
C 0.435 1.992 -0.266  0.20
O 0.884 3.271 -0.165  -0.69
C 1.470 0.953 -0.205  -0.10
C 2.483 1.089 0.680  -0.23
C 3.642 0.270 0.504  -0.18
C 3.641 -0.763 -0.381  -0.20
C 2.493 -1.050 -1.191  -0.18
C 1.395 -0.229 -1.116  -0.23
H -0.635 0.450 1.673  0.23
H -1.216 -0.875 2.751  0.23
H 0.257 -0.915 1.613  0.23
H -1.714 -2.108 0.936  0.42
H -3.448 -1.926 -0.505  0.24
H -2.546 -1.549 -1.910  0.27
H -3.929 -0.430 -1.406  0.26
H -2.487 1.105 -1.195  0.42
H -0.949 3.740 -0.155  0.53
H 1.899 3.167 -0.235  0.52
H 2.402 1.927 1.342  0.22
H 4.572 0.388 1.027  0.24
H 4.572 -1.204 -0.591  0.23
H 2.417 -1.866 -2.023  0.24
H 0.553 -0.121 -1.755  0.22